# C29H42N5S2SeY

A structure of composition C29H42N5S2SeY (wB97M-V/def2-TZVPD, the OMol25 dataset).

```
! RIJCOSX wB97M-V def2-TZVPD def2/J DEFGRID3
* xyz 2 1
Y 0.317 0.238 0.272
C -3.115 -1.105 2.735
C -1.930 -1.662 1.946
C -1.069 -2.571 2.825
C -2.345 -2.363 0.666
C -3.572 -3.012 0.608
C -3.961 -3.691 -0.534
C -3.160 -3.662 -1.659
C -1.931 -3.004 -1.668
C -1.241 -2.854 -3.020
C -0.688 -1.451 -3.307
C -0.229 -3.946 -3.364
C -1.504 -2.438 -0.458
N -0.220 -1.829 -0.368
C 0.880 -2.524 -0.570
C 2.118 -1.878 -0.707
C 3.407 -2.375 -0.949
C 4.242 -1.271 -1.084
C 3.446 -0.131 -0.919
N 2.169 -0.481 -0.693
C 3.805 1.335 -0.975
C 2.538 2.203 -0.950
C 4.551 1.618 -2.286
C 4.697 1.690 0.221
H -2.755 -0.462 3.538
H -3.687 -1.909 3.197
H -3.790 -0.529 2.102
H -1.308 -0.759 1.712
H -1.640 -3.460 3.097
H -0.778 -2.064 3.747
H -0.165 -2.901 2.312
H -4.238 -2.999 1.458
H -4.912 -4.206 -0.559
H -3.506 -4.129 -2.573
H -2.063 -2.990 -3.729
H 0.308 -1.287 -2.893
H -1.369 -0.683 -2.923
H -0.607 -1.309 -4.386
H 0.696 -3.869 -2.790
H 0.049 -3.870 -4.416
H -0.650 -4.937 -3.198
H 0.816 -3.605 -0.678
H 3.677 -3.415 -1.034
H 5.299 -1.286 -1.290
H 1.853 1.945 -1.766
H 2.807 3.253 -1.085
H 2.005 2.191 0.022
H 3.940 1.366 -3.153
H 5.468 1.032 -2.339
H 4.826 2.672 -2.347
H 4.182 1.511 1.168
H 4.990 2.740 0.179
H 5.605 1.088 0.213
S 1.774 0.116 2.562
C 0.785 0.457 3.902
N 1.030 -0.025 5.101
C 0.231 0.504 6.208
C -1.062 0.998 5.571
S -0.590 1.501 3.882
H 1.837 -0.616 5.250
H 0.783 1.315 6.688
H 0.045 -0.282 6.937
H -1.474 1.855 6.098
H -1.816 0.215 5.510
C 0.059 5.073 -0.002
N -0.774 4.514 -1.057
C -0.969 5.108 -2.284
C -1.831 4.328 -2.972
N -2.159 3.268 -2.158
C -3.073 2.192 -2.519
C -1.506 3.390 -0.991
Se -1.689 2.234 0.484
H -0.256 6.095 0.198
H 1.102 5.063 -0.315
H -0.065 4.472 0.894
H -0.485 6.031 -2.547
H -2.250 4.434 -3.956
H -3.678 2.527 -3.356
H -3.715 1.965 -1.672
H -2.513 1.303 -2.805
*
```

Calculated values
Electronic energy, eV: -126256.19879
HOMO-LUMO gap, eV: 7.491
E_LUMO, eV: -5.37
HOMO, eV: -12.865

Charges per atom according to Mulliken partitioning, unit e: -0.007, -1.668, 3.594, -1.360, 0.604, -0.841, -1.419, -0.940, -0.107, 0.286, -1.238, -1.380, 0.515, 1.293, -0.465, 0.312, -1.744, -0.886, -0.484, 1.073, 2.551, -2.132, -1.814, -1.615, 0.000, 0.516, 0.456, -2.101, 0.383, 0.325, 0.265, 0.353, 0.409, 0.509, 0.651, 0.122, -0.042, 0.582, 0.250, 0.429, 0.339, 0.786, 0.567, 0.604, 0.323, 0.728, 0.168, 0.395, 0.403, 0.460, 0.227, 0.451, 0.410, -0.394, 0.464, -0.137, -0.686, -0.556, 0.101, 0.253, 0.338, 0.365, 0.534, 0.254, -0.803, 0.223, -0.549, -0.471, 0.192, -0.850, 0.000, -0.262, 0.367, 0.319, 0.239, 0.528, 0.468, 0.342, 0.361, 0.265